No. 1
The following is a DFT calculation (ωB97M-V/def2-TZVPD) of 5 unconnected molecules or ions with the total composition C44H46B2F4N2O19S2 at a distorted geometry.

```
119
Properties=species:S:1:pos:R:3:forces:R:3
C -3.14114 1.11210 -2.08823 1.060 -0.202 -0.233
C -2.52646 -0.09727 -1.23113 -1.544 -0.208 -1.919
O -2.64994 0.04872 0.21107 3.062 0.734 0.001
B -1.48070 0.62469 0.81710 -1.194 -1.365 0.695
O -1.15169 0.16086 2.15177 -0.673 0.531 -2.876
C -0.63194 1.77854 0.02380 1.852 2.685 -1.306
C -1.22740 3.24333 0.13483 2.991 -0.852 -2.272
C -2.59634 3.57558 0.92699 1.848 1.392 -0.031
O -3.76368 2.96739 0.33144 -0.256 -0.558 2.454
C -4.73651 2.58889 1.30023 -3.859 -0.655 2.119
C -6.20939 3.09040 1.04581 0.650 -2.428 3.266
C -7.31938 2.66387 2.05086 2.403 -1.296 0.579
C -7.06388 1.74636 3.30231 3.547 0.957 -2.340
C -5.61088 1.27395 3.56520 -1.632 2.559 -3.367
C -4.50138 1.70300 2.54605 -1.690 0.451 -0.039
C -0.41791 4.36587 -0.56758 1.155 -2.484 -0.258
C -0.81563 5.93661 -0.54379 -2.718 5.796 -1.301
O -0.17949 6.77182 0.20233 -0.614 -4.114 -1.438
O -1.82484 6.45710 -1.33912 4.035 -4.397 2.820
C 0.88140 3.98975 -1.31422 -2.625 -1.174 1.742
N 1.37111 2.61104 -1.42473 -2.536 0.686 1.871
B 2.65954 2.45931 -2.21782 1.736 0.450 -2.266
O 3.88271 1.89830 -1.70803 -2.909 -0.541 -0.939
O 2.62352 2.97576 -3.56986 -0.319 -1.300 2.202
C 2.26587 1.90010 -4.51571 0.285 0.034 0.019
C 0.67956 1.48000 -0.79498 -2.285 2.002 1.396
C 1.25409 -0.02803 -0.94337 0.134 0.701 0.129
C 2.38764 -0.38531 0.14043 -0.060 -0.806 0.336
C 1.96506 -0.10997 1.66664 2.261 0.516 0.176
S 1.40972 -1.71316 2.45295 -0.554 0.155 0.962
C 2.54898 -2.16129 3.83931 2.708 0.168 -0.031
S 4.18584 -2.35413 3.48712 -2.225 0.416 0.516
N 2.11553 -2.37182 5.24128 -1.787 2.016 -1.613
C 2.57736 -1.27686 6.12093 1.916 3.429 3.315
C 2.54346 0.23122 5.72298 1.118 -0.693 2.928
C 3.02673 1.34977 6.71984 0.228 -2.706 1.365
C 3.56232 1.03321 8.15560 -1.457 -3.835 -3.065
C 3.61717 -0.49706 8.53994 -1.196 1.672 -3.123
C 3.14711 -1.60429 7.54071 -0.097 3.052 -0.529
C 0.64344 -2.54935 5.26643 -4.425 -1.530 0.478
C -0.40282 -1.40478 5.41757 -1.189 -3.148 -0.505
C -1.93060 -1.71170 5.38702 2.636 -3.095 -0.374
C -2.42898 -3.17085 5.22483 3.729 0.748 0.125
C -1.39599 -4.35690 5.11167 1.156 3.980 0.180
C 0.13224 -4.03509 5.12181 -2.427 2.581 0.368
H -2.43991 2.03409 -2.07385 -1.290 -1.450 0.148
H -4.19320 1.42639 -1.78992 1.660 -0.687 -0.113
H -3.15251 0.76928 -3.19195 0.031 0.326 1.883
H -3.14553 -1.03692 -1.51069 1.056 1.452 0.637
H -1.46532 -0.29286 -1.60745 -1.285 0.301 0.818
H -1.52118 -0.74598 2.24542 0.093 0.825 0.196
H -2.40594 3.30038 2.01901 -0.521 0.034 -1.442
H -2.70246 4.72740 0.89731 0.109 -1.803 -0.103
H -6.47063 3.73095 0.14003 0.530 -1.017 1.477
H -8.41533 2.98348 1.88588 2.108 -0.429 0.115
H -7.88702 1.41382 4.02260 1.230 0.746 -1.356
H -5.40850 0.63187 4.49337 -0.032 1.089 -1.753
H -3.44219 1.30752 2.77932 -1.849 0.794 -0.559
H 1.48578 4.83489 -1.80072 -0.923 -1.681 0.689
H 3.81037 0.92703 -1.91519 0.561 1.045 0.387
H 1.70474 2.35566 -5.41660 0.870 -0.853 1.740
H 1.62560 1.15697 -3.92647 0.591 0.726 -1.380
H 3.24882 1.41628 -4.84877 -1.524 0.488 0.320
H 0.41866 -0.81779 -0.80155 1.114 1.646 -0.206
H 1.65469 -0.22776 -2.01012 -0.696 0.578 1.810
H 3.39984 0.11196 -0.03429 -1.586 -0.430 0.044
H 2.57423 -1.52382 0.05387 -0.268 1.972 0.001
H 1.24196 0.75967 1.81776 0.636 -1.583 -0.166
H 2.93739 0.18664 2.22507 -1.569 -0.533 -0.855
H 2.16417 0.53393 4.67695 0.682 -0.505 1.907
H 2.98197 2.46422 6.43118 -0.019 -2.121 0.234
H 3.89418 1.83709 8.89991 -0.592 -1.336 -1.411
H 4.01761 -0.73100 9.58939 -0.740 0.020 -1.922
H 3.23488 -2.68302 7.89234 -0.234 1.613 -0.709
H -0.08315 -0.31703 5.51864 -0.353 -1.781 -0.107
H -2.68167 -0.86049 5.48122 1.243 -1.332 -0.148
H -3.55110 -3.35539 5.19388 1.779 0.128 0.069
H -1.77879 -5.42889 5.01068 0.733 1.790 0.176
H 0.90550 -4.88005 5.04079 -1.326 1.515 0.146
C 0.43339 -4.96962 -1.12088 -0.712 -0.249 0.784
C 1.63316 -5.53727 -1.80926 0.050 -0.619 -0.430
O 1.98452 -4.52600 -2.73223 -0.098 0.434 0.665
C 1.57397 -3.35951 -2.16415 0.347 1.245 -0.362
O 1.93529 -2.27470 -2.51819 -0.431 -1.126 -0.039
O 0.70682 -3.57594 -1.13589 0.554 0.179 -0.538
F 1.31341 -6.65791 -2.49883 0.134 -0.116 -0.019
H -0.49584 -5.16344 -1.66419 0.197 -0.113 -0.124
H 0.32568 -5.33781 -0.09951 0.057 0.260 -0.038
H 2.47907 -5.73913 -1.14579 -0.022 -0.097 -0.139
C 1.82045 -1.71777 -7.28923 1.035 -0.256 -0.031
C 0.54332 -1.87427 -8.05120 -0.390 -0.669 -0.122
O -0.40673 -1.23334 -7.22428 0.596 0.502 -0.074
C 0.28639 -0.27163 -6.55361 -0.565 1.121 0.908
O -0.22272 0.64087 -5.96940 0.425 -0.869 -0.474
O 1.63260 -0.47095 -6.63477 -0.706 0.146 -0.045
F 0.20296 -3.17944 -8.16691 -0.084 -0.021 -0.161
H 1.96424 -2.50261 -6.54111 -0.215 -0.044 -0.126
H 2.69440 -1.69103 -7.94179 -0.068 0.205 0.134
H 0.54789 -1.40370 -9.03875 -0.097 -0.166 0.007
C 7.58455 -1.93267 0.13184 0.813 0.663 -0.186
C 7.27579 -3.28859 0.68017 0.072 -0.220 0.807
O 5.86639 -3.35754 0.59723 0.277 0.186 -0.805
C 5.52796 -2.56778 -0.45744 -1.231 0.159 -0.537
O 4.45935 -2.59003 -0.99800 0.878 0.023 0.414
O 6.55478 -1.75349 -0.82976 -0.574 -0.489 0.133
F 7.63538 -3.37976 1.98169 0.052 -0.186 0.019
H 7.51629 -1.14600 0.88852 -0.045 -0.241 0.118
H 8.56979 -1.88607 -0.33444 -0.212 0.030 -0.142
H 7.71821 -4.11415 0.11482 0.004 -0.030 0.187
C -4.84672 3.72300 -5.49678 0.790 0.665 -0.215
C -5.15488 2.35854 -4.96841 0.009 -0.109 0.681
O -6.56658 2.31287 -4.99297 0.296 0.164 -0.628
C -6.93829 3.13555 -6.01465 -1.528 0.346 -0.783
O -8.02788 3.14337 -6.50859 1.011 0.013 0.505
O -5.91322 3.94286 -6.40966 -0.459 -0.549 0.192
F -4.74143 2.22922 -3.68478 -0.434 0.210 -0.512
H -4.86971 4.49156 -4.71892 -0.006 -0.241 0.116
H -3.88124 3.76561 -6.00317 -0.206 0.039 -0.111
H -4.75021 1.54048 -5.57209 0.028 -0.045 0.192
```
Forces are in eV/Å.

Computed properties:
Electronic energy (eV): -122134.248
Total charge: 0
HOMO energy (eV): -7.3
Orbital gap (eV): 5.85

Atomic partial charges in e from the Mulliken method, atoms 1 to 99:
1 C -0.62
2 C 0.34
3 O -0.46
4 B 0.65
5 O -0.60
6 C 0.69
7 C -0.08
8 C -0.74
9 O -0.10
10 C 0.51
11 C -0.45
12 C -0.39
13 C -0.41
14 C -0.62
15 C 0.23
16 C 0.17
17 C -0.05
18 O -0.65
19 O -0.68
20 C -0.42
21 N 0.97
22 B 0.30
23 O -0.50
24 O -0.52
25 C -0.26
26 C -0.29
27 C -0.33
28 C -0.21
29 C -0.61
30 S 0.24
31 C -0.20
32 S -0.16
33 N 0.28
34 C 0.18
35 C 0.27
36 C -0.66
37 C -0.43
38 C -0.41
39 C -0.50
40 C -0.09
41 C 0.23
42 C -0.60
43 C -0.40
44 C -0.51
45 C -0.38
46 H 0.05
47 H 0.12
48 H 0.28
49 H 0.42
50 H -0.29
51 H 0.20
52 H 0.36
53 H 0.45
54 H 0.35
55 H 0.27
56 H 0.32
57 H 0.27
58 H 0.05
59 H 0.45
60 H 0.31
61 H 0.25
62 H 0.09
63 H 0.24
64 H -0.04
65 H 0.33
66 H 0.19
67 H 0.00
68 H 0.17
69 H 0.56
70 H 0.16
71 H 0.29
72 H 0.33
73 H 0.29
74 H 0.33
75 H 0.28
76 H 0.35
77 H 0.34
78 H 0.33
79 H 0.34
80 C -0.53
81 C 0.33
82 O -0.33
83 C 0.48
84 O -0.45
85 O -0.20
86 F -0.31
87 H 0.29
88 H 0.29
89 H 0.27
90 C -0.37
91 C 0.30
92 O -0.31
93 C 0.64
94 O -0.47
95 O -0.27
96 F -0.29
97 H 0.21
98 H 0.27
99 H 0.28

=====

No. 2
The following is a DFT calculation (ωB97M-V/def2-TZVPD) of a molecular structure, C44H46ClF13N6OPSSeSn at a distorted geometry.

```
115
Properties=species:S:1:pos:R:3:forces:R:3
Sn 0.86815 -0.29217 -0.88480 -0.360 0.322 -0.991
F -0.76758 -0.05236 2.78148 -0.157 -0.057 0.026
C -1.31795 -1.17927 3.26115 0.017 -0.348 -0.366
F -0.31759 -1.95551 3.72244 -0.388 0.090 -0.334
F -2.07441 -0.85059 4.31523 0.038 -0.024 -0.059
F 1.77851 0.35002 -2.56740 -0.397 -0.391 0.727
Se -3.30114 -3.35991 -0.47109 -0.904 -0.739 -0.125
C -1.96984 -2.39253 -1.09524 0.680 0.475 -0.156
N -1.06356 -1.72578 -1.40081 0.251 0.259 -0.255
C 2.64406 -2.35057 7.43659 -0.001 0.090 -0.128
C 2.55354 -1.05946 6.60976 -0.027 0.165 0.123
C 2.50830 0.12831 7.58863 0.083 -0.029 -0.098
C 1.22870 -1.06403 5.84419 0.306 -0.332 0.090
C 3.80630 -0.92614 5.67806 -0.078 -0.248 -0.157
O 4.95343 -0.67528 6.49312 0.116 0.101 -0.024
C 4.16043 -2.17997 4.84594 -0.191 0.057 -0.066
C 3.07978 -2.84126 3.96947 0.173 -0.026 -0.037
C 3.67040 -3.65129 2.83774 0.000 0.056 0.069
C 4.71316 -4.54559 3.06458 -0.075 -0.011 -0.040
C 5.26524 -5.27939 2.02825 0.024 -0.073 -0.050
C 4.76790 -5.13078 0.74237 -0.091 0.099 0.077
Cl 5.43684 -6.05608 -0.55471 0.065 -0.049 -0.077
C 3.72708 -4.25207 0.49108 -0.031 -0.037 0.005
C 3.18827 -3.52363 1.54091 -0.030 -0.010 -0.037
C 3.77647 0.35925 4.79474 0.258 -0.111 0.477
N 3.47148 0.20933 3.38713 -0.424 0.090 -0.169
C 2.33976 0.47678 2.72452 0.114 -0.061 -0.111
N 2.50135 0.23223 1.43435 0.135 0.264 0.061
C 3.80235 -0.16860 1.36046 -0.321 0.085 0.049
N 4.41136 -0.19434 2.51661 0.463 -0.128 0.028
H 1.73839 -2.45768 8.03449 0.019 0.007 0.053
H 3.48613 -2.32753 8.13068 0.012 -0.052 0.033
H 2.73013 -3.23888 6.80983 0.008 -0.017 0.017
H 1.84667 -0.10934 8.42206 -0.057 0.026 -0.020
H 2.12080 1.02978 7.11044 -0.010 0.026 0.024
H 3.49531 0.35272 7.98476 -0.014 0.011 0.080
H 0.40733 -1.02030 6.56179 -0.040 0.026 -0.018
H 1.10407 -1.96423 5.24488 0.093 0.205 0.277
H 1.14489 -0.19584 5.19178 -0.076 0.061 -0.053
H 5.08397 -1.42037 7.08881 0.005 -0.020 -0.001
H 4.54251 -2.92745 5.54459 0.040 0.034 0.022
H 4.99960 -1.89572 4.21062 0.031 -0.021 0.023
H 2.40855 -2.09180 3.54800 -0.018 -0.070 -0.023
H 2.47569 -3.51248 4.58887 -0.109 0.105 0.001
H 5.09773 -4.68416 4.06693 0.056 0.031 0.005
H 6.07665 -5.97004 2.21067 0.004 -0.010 0.005
H 3.33881 -4.14004 -0.51243 0.039 -0.038 -0.029
H 2.36453 -2.84620 1.33401 0.099 0.107 0.047
H 4.79046 0.75247 4.84354 -0.071 0.098 -0.020
H 3.09749 1.09846 5.21427 0.004 0.027 -0.088
H 1.44632 0.86155 3.18404 -0.009 -0.028 0.089
H 4.29112 -0.41743 0.43323 0.075 -0.086 0.023
F -2.43721 4.93698 -7.64918 0.050 -0.039 0.072
C -1.27433 5.06346 -6.98530 -0.005 0.178 -0.174
F -1.13985 6.37122 -6.68488 -0.005 -0.098 -0.004
F -0.28860 4.74861 -7.83658 -0.034 -0.034 0.077
C -1.25167 4.22611 -5.73636 0.069 -0.018 0.056
C -2.34920 4.28458 -4.88477 0.017 -0.005 0.001
C -2.33835 3.56945 -3.70292 -0.077 0.007 -0.001
C -1.22879 2.79673 -3.36807 0.397 -0.337 -0.109
C -0.13666 2.73807 -4.22806 0.008 -0.101 0.063
C -0.14649 3.45548 -5.41577 -0.057 0.076 -0.088
P -1.11532 1.89916 -1.77795 -0.358 0.527 0.171
C -0.81114 3.30092 -0.63672 0.163 -0.217 0.097
C -1.76835 4.24425 -0.27263 0.047 -0.017 -0.007
C -1.46408 5.21842 0.66334 -0.011 0.091 -0.029
C -0.19186 5.27482 1.21590 -0.024 -0.083 -0.043
C 0.78973 4.37959 0.81723 0.027 0.096 0.062
C 0.47510 3.39970 -0.10792 -0.091 -0.139 -0.005
C 0.10137 6.24207 2.32866 0.031 0.032 0.274
F -0.74368 7.28012 2.34551 0.025 -0.056 -0.049
F -0.01664 5.61488 3.52421 -0.006 0.070 -0.095
F 1.34859 6.73050 2.27553 -0.039 -0.055 -0.101
C -2.86194 1.44273 -1.51092 0.133 -0.423 0.036
C -3.54440 1.63884 -0.31399 0.068 0.019 0.042
C -4.81480 1.11372 -0.13992 0.035 0.003 0.067
C -5.39450 0.35823 -1.14696 0.037 -0.004 -0.038
C -4.72468 0.14981 -2.34398 -0.119 -0.071 0.042
C -3.46278 0.68726 -2.52026 0.108 0.068 0.059
C -6.75274 -0.23148 -0.89602 -0.239 -0.122 0.405
F -6.74402 -1.04066 0.19810 0.128 0.136 -0.201
F -7.21061 -0.96181 -1.91297 0.058 0.040 -0.096
F -7.66181 0.72596 -0.63224 0.054 -0.014 -0.098
H -3.20840 4.88476 -5.15243 -0.010 0.009 0.005
H -3.20272 3.60664 -3.05261 -0.005 -0.005 0.007
H 0.71715 2.12000 -3.97417 0.006 0.003 -0.002
H 0.69626 3.40912 -6.09096 0.007 0.002 0.010
H -2.76022 4.20723 -0.70263 -0.012 0.042 0.021
H -2.21472 5.93499 0.96706 -0.004 0.006 -0.008
H 1.78455 4.44566 1.23711 0.018 -0.010 -0.022
H 1.23876 2.69716 -0.42692 0.051 0.042 0.069
H -3.08826 2.21023 0.48411 -0.046 -0.055 0.025
H -5.35194 1.29260 0.78288 0.002 -0.039 0.007
H -5.18599 -0.43724 -3.12557 0.024 -0.019 -0.006
H -2.92769 0.51029 -3.44564 -0.054 -0.017 -0.033
C -1.19182 -5.34752 3.76759 0.081 -0.071 0.165
N -1.41722 -4.37362 2.70487 -0.258 0.055 -0.025
C -0.33663 -4.31736 1.72363 0.250 0.116 -0.118
C -2.44744 -3.53869 2.68964 0.142 0.145 -0.295
S -2.25306 -1.96703 1.84773 0.430 0.533 0.923
N -3.61332 -3.81761 3.23989 0.028 -0.105 0.113
C -4.08707 -5.18574 3.43543 -0.090 -0.182 -0.029
C -4.60944 -2.81244 3.60179 -0.183 0.206 0.032
H -0.16807 -5.21153 4.11924 0.009 -0.002 -0.032
H -1.29562 -6.37005 3.40242 -0.033 0.023 0.017
H -1.85936 -5.18004 4.60699 -0.008 0.026 -0.049
H -0.02643 -5.33905 1.50609 -0.009 0.001 0.043
H 0.51897 -3.76510 2.11903 -0.105 -0.097 0.045
H -0.67607 -3.86171 0.79936 -0.064 0.002 0.004
H -3.47604 -5.89084 2.88131 -0.008 0.038 -0.006
H -5.10605 -5.24046 3.05195 0.017 0.046 -0.014
H -4.10811 -5.45144 4.49293 0.037 -0.017 -0.026
H -4.17371 -1.82359 3.66797 0.024 -0.040 -0.023
H -5.01726 -3.08018 4.57672 0.026 -0.014 -0.014
H -5.42056 -2.80129 2.87411 0.018 -0.032 -0.070
```
Forces are in eV/Å.

Computed properties:
Electronic energy (eV): -196511.517
Total charge: +1
Relative energy (zero: lowest compared OMol25 entry of this formula, charge and spin) (kJ/mol): 13.7
HOMO energy (eV): -10.9
Orbital gap (eV): 7.63

Atomic partial charges in e from the Mulliken method, atoms 1 to 99:
1 Sn 1.33
2 F -0.18
3 C 0.66
4 F -0.27
5 F -0.26
6 F -0.65
7 Se -0.22
8 C 0.28
9 N -0.64
10 C -1.99
11 C 2.04
12 C -1.89
13 C -1.36
14 C 2.42
15 O -0.70
16 C -2.82
17 C 1.36
18 C -0.31
19 C -0.22
20 C -0.98
21 C 0.26
22 Cl -0.21
23 C -1.57
24 C 0.41
25 C -2.39
26 N 1.15
27 C -0.51
28 N 0.16
29 C -0.68
30 N -0.86
31 H 0.51
32 H 0.49
33 H 0.23
34 H 0.49
35 H 0.38
36 H 0.38
37 H 0.73
38 H -0.26
39 H 0.11
40 H 0.57
41 H 0.85
42 H 0.38
43 H -0.50
44 H 0.45
45 H 0.42
46 H 0.44
47 H 0.48
48 H 0.74
49 H 0.27
50 H 0.51
51 H 0.64
52 H 0.48
53 F -0.26
54 C 0.88
55 F -0.25
56 F -0.27
57 C 0.21
58 C -1.21
59 C -0.13
60 C 0.14
61 C -0.40
62 C -0.84
63 P 0.89
64 C 0.66
65 C 0.05
66 C -1.04
67 C 0.01
68 C -1.09
69 C -0.37
70 C 0.91
71 F -0.27
72 F -0.25
73 F -0.26
74 C 0.37
75 C -0.62
76 C -1.09
77 C 0.37
78 C -0.95
79 C -0.77
80 C 0.67
81 F -0.22
82 F -0.29
83 F -0.26
84 H 0.42
85 H 0.31
86 H 0.52
87 H 0.48
88 H 0.48
89 H 0.48
90 H 0.49
91 H 0.58
92 H 0.65
93 H 0.47
94 H 0.51
95 H 0.51
96 C -1.26
97 N 0.22
98 C -0.94
99 C 0.04